Record 1
C41H39F6MoN6O4P2S4 as an isolated structure, computed with ωB97M-V with the def2-TZVPD basis set.

Charge: +3
E_LUMO (spin up / spin down) in eV: -10.356 / -9.414
E in a.u.: -5157.28342
2S+1: 3
F_max in Eh/bohr: 0.008
HOMO energy (spin up / spin down) in eV: -16.03 / -16.03
Orbital gap (spin up / spin down) in eV: 5.675 / 6.616
<S²>: 2.107

Last column: Mulliken charge in e.
CARTESIAN COORDINATES (ANGSTROEM)
Mo 0.255 0.211 -0.336  -1.53
N 3.865 0.743 -0.912  0.07
C 3.507 -0.076 0.059  -0.73
N 2.243 -0.343 0.418  2.46
C 2.246 -1.363 1.379  -0.55
C 3.453 -1.783 1.789  -0.35
S 4.701 -0.955 0.944  -0.19
C 0.956 -1.769 1.897  -1.29
C 0.708 -2.688 2.842  -0.52
S -0.891 -2.508 3.452  -0.17
C -1.128 -1.167 2.400  -0.08
N -0.141 -0.962 1.522  1.34
N -2.217 -0.410 2.546  0.02
H 3.154 1.242 -1.419  -0.54
H 4.832 0.973 -1.072  0.26
H 3.686 -2.514 2.545  0.54
H 1.389 -3.399 3.280  0.57
H -2.360 0.456 2.048  -0.61
H -2.857 -0.593 3.304  0.29
C -3.168 -1.906 -1.342  -1.41
C -3.426 -0.730 -0.410  -1.36
P -2.385 0.776 -0.646  3.44
C -2.946 1.418 -2.238  1.50
C -2.138 1.505 -3.359  -0.36
C -2.662 1.950 -4.567  -0.52
C -3.990 2.326 -4.649  -1.22
C -4.807 2.252 -3.522  -0.93
C -4.293 1.805 -2.322  -1.13
C -3.136 1.979 0.511  0.27
C -2.790 3.328 0.370  -0.75
C -3.407 4.297 1.144  -0.82
C -4.396 3.941 2.053  -0.93
C -4.778 2.614 2.172  -0.85
C -4.157 1.636 1.404  0.01
C -1.749 -2.479 -1.213  -0.80
P -0.623 -1.374 -2.107  3.34
C 1.080 -1.822 -1.831  0.70
C 1.446 -2.973 -1.106  -0.88
C 2.727 -3.467 -1.226  -1.15
C 3.645 -2.828 -2.062  -0.82
C 3.291 -1.697 -2.793  -0.78
C 2.012 -1.188 -2.684  -0.63
C -0.965 -1.725 -3.860  1.51
C -2.107 -1.312 -4.542  -0.14
C -2.359 -1.791 -5.818  -1.19
C -1.486 -2.686 -6.418  -0.87
C -0.358 -3.115 -5.732  -0.99
C -0.087 -2.641 -4.461  -1.09
H -3.380 -1.629 -2.376  0.30
H -3.881 -2.694 -1.097  0.56
H -3.350 -1.066 0.621  0.53
H -4.446 -0.368 -0.562  1.03
H -1.097 1.216 -3.322  -0.05
H -2.025 2.009 -5.436  0.85
H -4.393 2.685 -5.586  0.53
H -5.845 2.551 -3.582  0.51
H -4.939 1.772 -1.453  0.42
H -2.083 3.637 -0.390  0.41
H -3.135 5.336 1.016  0.56
H -4.886 4.700 2.648  0.45
H -5.577 2.336 2.846  0.51
H -4.512 0.617 1.489  0.42
H -1.674 -3.459 -1.690  0.80
H -1.460 -2.571 -0.164  0.28
H 0.723 -3.484 -0.484  0.58
H 3.015 -4.364 -0.693  0.52
H 4.642 -3.237 -2.163  0.48
H 4.005 -1.233 -3.460  0.60
H 1.715 -0.333 -3.282  0.57
H -2.812 -0.629 -4.097  0.34
H -3.246 -1.459 -6.341  0.52
H -1.686 -3.054 -7.414  0.46
H 0.321 -3.823 -6.188  0.51
H 0.800 -2.999 -3.957  0.32
N 0.003 1.892 1.086  0.26
C 1.108 2.653 1.696  0.24
C 1.104 4.030 1.554  -0.45
C 2.073 4.777 2.209  -0.76
C 3.024 4.147 2.997  -0.84
C 2.996 2.767 3.152  -0.79
C 2.029 2.010 2.507  0.00
H -0.543 1.531 1.867  0.59
H -0.601 2.577 0.629  -0.41
H 0.358 4.521 0.941  0.49
H 2.078 5.854 2.104  0.48
H 3.775 4.733 3.509  0.45
H 3.715 2.280 3.797  0.50
H 1.978 0.940 2.668  0.27
F 3.306 3.873 -2.869  -0.22
C 2.454 3.947 -1.870  0.25
F 2.101 5.178 -1.612  -0.16
F 3.040 3.427 -0.788  -0.12
S 0.913 2.914 -2.292  1.27
O 1.228 1.543 -1.681  -0.13
O -0.173 3.544 -1.601  -0.84
N 0.859 2.663 -3.795  0.05
S 0.671 3.984 -4.790  0.84
O 1.199 5.145 -4.149  -0.60
O -0.622 3.994 -5.380  -0.59
C 1.836 3.444 -6.120  0.69
F 1.469 2.244 -6.560  -0.22
F 3.072 3.374 -5.646  -0.19
F 1.769 4.326 -7.095  -0.18

Record 2
C41H39FFeN6O3S4Si as an isolated structure, computed with ωB97M-V with the def2-TZVPD basis set.

Charge: -1
E_LUMO (spin up / spin down) in eV: 2.087 / 0.722
E in a.u.: -5385.90723
2S+1: 6
F_max in Eh/bohr: 0.017
HOMO energy (spin up / spin down) in eV: -5.37 / -5.30
Orbital gap (spin up / spin down) in eV: 7.456 / 6.027
<S²>: 8.805

Last column: Mulliken charge in e.
CARTESIAN COORDINATES (ANGSTROEM)
Fe 0.355 -0.693 1.167  -0.02
C -1.601 2.883 0.877  -1.34
Si -2.561 1.330 1.422  1.25
C -2.772 1.860 3.347  -1.49
C -4.429 1.368 0.993  -1.60
N -1.736 -0.256 1.876  1.26
C -2.403 -1.228 2.504  0.16
C -3.729 -1.117 3.028  -0.39
C -4.313 -2.140 3.735  -1.11
C -3.631 -3.339 3.958  -0.40
C -2.358 -3.524 3.437  -0.78
C -1.798 -2.499 2.716  0.04
F -0.588 -2.693 2.146  -0.11
H -2.287 3.447 0.240  0.48
H -0.739 2.640 0.261  0.03
H -1.288 3.524 1.698  0.30
H -2.193 2.756 3.580  0.49
H -2.476 1.084 4.060  0.25
H -3.814 2.098 3.578  0.43
H -4.589 2.259 0.380  0.33
H -5.088 1.440 1.857  0.48
H -4.725 0.512 0.389  0.35
H -4.262 -0.194 2.883  0.41
H -5.310 -2.009 4.134  0.43
H -4.091 -4.127 4.539  0.39
H -1.784 -4.426 3.591  0.49
N 0.022 2.359 6.076  -0.26
C 0.771 3.221 5.355  0.42
O 1.222 4.245 5.839  -0.70
C 1.056 2.854 3.927  0.46
C 1.811 3.745 3.173  -1.01
C 2.121 3.422 1.869  -1.27
C 1.677 2.211 1.361  -0.97
N 0.950 1.353 2.070  2.16
C 0.640 1.676 3.323  -0.61
H -0.229 2.642 7.007  0.24
H -0.485 1.601 5.654  0.19
H 2.140 4.665 3.636  0.47
H 2.710 4.082 1.246  0.57
H 1.893 1.908 0.347  0.39
H 0.082 0.918 3.854  -0.21
N -3.374 1.779 -8.422  -0.55
C -3.214 1.624 -7.294  0.01
C -3.018 1.431 -5.885  0.65
C -3.904 0.632 -5.162  -0.84
C -3.717 0.448 -3.807  -0.26
C -2.647 1.058 -3.138  -0.06
C -1.766 1.857 -3.881  -0.18
C -1.947 2.044 -5.236  -0.79
C -2.446 0.858 -1.743  0.75
C -2.284 0.696 -0.544  -1.55
H -4.731 0.157 -5.672  0.43
H -4.394 -0.176 -3.241  0.52
H -0.931 2.318 -3.370  0.48
H -1.260 2.659 -5.802  0.45
C -1.363 -3.460 -3.522  -0.98
N -0.912 -2.524 -2.520  0.66
C -0.172 -1.368 -2.979  -0.59
C -1.120 -2.749 -1.223  -0.28
O -0.792 -2.034 -0.294  -0.11
H -0.525 -3.749 -4.161  0.30
H -2.142 -3.014 -4.147  0.29
H -1.762 -4.353 -3.045  0.31
H 0.683 -1.701 -3.568  0.47
H 0.175 -0.811 -2.108  -0.48
H -0.809 -0.732 -3.592  0.32
H -1.647 -3.701 -1.034  0.20
S 1.879 -1.314 3.175  -0.08
C 1.380 -2.712 3.965  0.33
N 1.053 -3.671 4.526  -0.78
O 1.729 -0.466 -0.192  0.73
C 2.966 -0.605 -0.758  2.23
C 3.274 0.599 -1.641  -0.88
C 4.470 1.174 -1.944  -0.39
C 4.349 2.272 -2.839  -0.90
C 3.055 2.510 -3.187  -0.66
S 1.981 1.409 -2.436  0.26
C 4.098 -0.736 0.265  -0.33
C 5.065 -1.694 0.349  -0.90
C 5.983 -1.473 1.413  -0.74
C 5.699 -0.340 2.108  -0.61
S 4.326 0.456 1.482  0.20
C 3.004 -1.850 -1.642  -0.11
C 3.527 -2.024 -2.887  -0.68
C 3.370 -3.352 -3.373  -0.75
C 2.732 -4.154 -2.476  -0.62
S 2.321 -3.308 -1.046  0.05
H 5.406 0.821 -1.534  0.55
H 5.183 2.862 -3.187  0.45
H 2.675 3.283 -3.832  0.47
H 5.122 -2.537 -0.322  0.56
H 6.798 -2.138 1.653  0.39
H 6.203 0.054 2.973  0.46
H 4.003 -1.228 -3.438  0.53
H 3.713 -3.686 -4.341  0.38
H 2.482 -5.196 -2.580  0.48

Record 3
C41H39N5O2Pd as an isolated structure, computed with ωB97M-V with the def2-TZVPD basis set.

Charge: +2
E_LUMO (spin up / spin down) in eV: -6.334 / -8.163
E in a.u.: -2137.28638
2S+1: 5
F_max in Eh/bohr: 0.012
HOMO energy (spin up / spin down) in eV: -13.62 / -13.65
Orbital gap (spin up / spin down) in eV: 7.282 / 5.482
<S²>: 6.092

Last column: Mulliken charge in e.
CARTESIAN COORDINATES (ANGSTROEM)
Pd 0.156 0.060 0.197  -0.28
N -5.852 -0.185 8.776  -0.43
C -5.160 -0.153 7.862  -0.21
C -4.292 -0.115 6.716  0.54
C -4.793 0.303 5.486  -0.93
C -3.956 0.341 4.384  0.21
C -2.626 -0.048 4.504  0.00
C -2.131 -0.466 5.736  -0.11
C -2.960 -0.496 6.844  -0.91
C -1.735 -0.015 3.308  1.14
C -1.387 1.240 2.808  -0.24
C -1.713 2.508 3.436  -0.79
C -1.167 3.481 2.676  -1.39
C -0.521 2.802 1.570  -0.34
N -0.645 1.504 1.647  0.89
C -1.297 -1.240 2.797  -0.68
C -1.619 -2.551 3.336  -0.73
C -0.938 -3.458 2.603  -1.36
C -0.226 -2.698 1.593  -0.58
N -0.441 -1.414 1.705  1.02
H -5.829 0.597 5.400  0.48
H -4.344 0.664 3.426  0.54
H -1.094 -0.761 5.835  0.51
H -2.582 -0.812 7.806  0.48
H -2.271 2.613 4.350  0.63
H -1.190 4.546 2.831  0.50
H 0.012 3.264 0.751  0.48
H -2.275 -2.731 4.169  0.66
H -0.919 -4.528 2.710  0.53
H 0.402 -3.092 0.808  0.69
C 3.294 0.281 3.409  -1.17
C 4.496 0.148 2.728  -0.45
C 4.481 0.020 1.353  -1.29
C 3.266 0.027 0.675  0.43
N 2.113 0.154 1.348  1.12
C 2.125 0.274 2.676  -0.26
C 3.137 -0.092 -0.789  1.35
C 4.226 -0.217 -1.656  -0.57
C 4.027 -0.283 -3.025  -1.20
C 2.743 -0.220 -3.552  -1.12
C 1.644 -0.097 -2.705  -0.13
C 1.874 -0.058 -1.347  0.54
H 3.258 0.386 4.483  0.50
H 5.435 0.143 3.264  0.47
H 5.407 -0.086 0.808  0.44
H 1.161 0.364 3.158  0.36
H 5.235 -0.260 -1.270  0.44
H 4.877 -0.375 -3.684  0.45
H 2.592 -0.257 -4.623  0.60
H 0.644 -0.024 -3.112  0.75
C -0.151 4.213 -3.768  -0.87
N -0.674 3.106 -2.970  0.16
C -1.984 2.537 -3.281  -0.82
C 0.020 2.573 -1.972  0.48
C 1.371 3.142 -1.651  -1.74
O -0.470 1.619 -1.320  -0.15
H -0.818 4.374 -4.608  0.31
H 0.839 3.982 -4.158  0.35
H -0.105 5.134 -3.185  0.30
H -2.448 3.138 -4.056  0.38
H -2.617 2.537 -2.395  0.28
H -1.881 1.510 -3.632  0.26
H 1.343 4.230 -1.581  0.61
H 2.081 2.882 -2.439  0.42
H 1.733 2.715 -0.719  0.21
C -4.303 -4.939 -5.479  -1.57
C -3.328 -4.261 -4.567  0.54
C -3.772 -3.472 -3.509  -1.01
C -2.892 -2.819 -2.664  0.52
C -3.460 -1.992 -1.546  -1.01
C -1.501 -2.968 -2.897  0.72
C -0.510 -2.319 -2.084  -0.72
O -0.740 -1.573 -1.122  -0.05
C -1.033 -3.774 -3.967  1.16
C 0.432 -3.983 -4.250  -1.71
C -1.957 -4.403 -4.777  -0.85
H -5.312 -4.916 -5.075  0.37
H -4.017 -5.977 -5.650  0.39
H -4.314 -4.442 -6.450  0.33
H -4.836 -3.371 -3.341  0.34
H -4.546 -2.052 -1.563  0.44
H -3.165 -0.946 -1.637  0.10
H -3.106 -2.334 -0.574  0.16
H 0.540 -2.487 -2.355  0.64
H 0.958 -3.042 -4.424  0.33
H 0.550 -4.593 -5.142  0.40
H 0.937 -4.501 -3.434  0.38
H -1.611 -5.022 -5.594  0.41

Record 4
C41H40AsClCrN4S2 as an isolated structure, computed with ωB97M-V with the def2-TZVPD basis set.

Charge: +1
E_LUMO (spin up / spin down) in eV: -2.279 / -2.328
E in a.u.: -6342.11783
2S+1: 4
F_max in Eh/bohr: 0.010
HOMO energy (spin up / spin down) in eV: -10.17 / -10.34
Orbital gap (spin up / spin down) in eV: 7.886 / 8.016
<S²>: 3.835

Last column: Mulliken charge in e.
CARTESIAN COORDINATES (ANGSTROEM)
Cr -0.413 0.632 1.068  -1.08
C -0.166 0.366 3.297  1.15
C -1.471 0.891 3.036  0.76
C -2.184 -0.058 2.270  0.79
C -1.330 -1.184 2.061  1.16
C -0.097 -0.929 2.711  0.23
C 0.985 -1.943 2.910  -1.67
C -1.743 -2.518 1.519  -1.64
C -3.605 0.059 1.811  -1.91
C -2.034 2.170 3.573  -1.78
C 0.841 0.950 4.241  -1.58
H 1.519 -2.191 1.991  0.13
H 0.551 -2.870 3.289  0.42
H 1.717 -1.598 3.639  0.48
H -2.547 -2.440 0.791  0.41
H -2.098 -3.140 2.345  0.33
H -0.913 -3.046 1.049  0.39
H -3.774 -0.486 0.882  0.32
H -3.889 1.098 1.642  0.36
H -4.288 -0.350 2.559  0.39
H -2.766 2.605 2.892  0.34
H -1.260 2.915 3.752  0.42
H -2.541 1.981 4.522  0.37
H 1.859 0.904 3.854  0.34
H 0.823 0.399 5.184  0.37
H 0.614 1.989 4.475  0.44
N -1.382 -1.639 -1.499  0.06
C -1.752 -0.347 -1.615  -0.58
N -1.332 0.601 -0.810  1.64
C -1.837 1.843 -1.194  -0.77
C -2.686 1.817 -2.238  -0.53
S -2.841 0.203 -2.832  -0.18
C -1.330 2.983 -0.430  -1.04
C -1.470 4.303 -0.649  -0.30
S -0.538 5.194 0.500  -0.22
C -0.012 3.720 1.215  -0.26
N -0.524 2.651 0.652  1.62
N 0.836 3.679 2.267  0.01
H -0.484 -1.820 -1.067  -0.27
H -1.626 -2.276 -2.238  0.31
H -3.209 2.634 -2.702  0.51
H -2.028 4.803 -1.421  0.51
H 1.365 4.510 2.475  0.32
H 1.360 2.819 2.377  -0.34
Cl 1.963 2.878 -1.261  -0.04
C 2.891 2.306 0.108  1.40
C 3.925 3.121 0.548  -1.11
C 4.702 2.728 1.625  -1.04
C 4.442 1.508 2.236  -0.90
C 3.409 0.709 1.777  -0.72
C 2.584 1.081 0.708  1.08
C 1.471 0.217 0.245  -0.07
H 4.117 4.053 0.033  0.54
H 5.510 3.360 1.968  0.43
H 5.054 1.172 3.063  0.45
H 3.236 -0.254 2.243  0.52
H 1.681 -0.831 0.467  0.61
H 1.350 0.329 -0.835  -0.42
C 4.246 -5.554 -4.918  -0.46
C 3.888 -5.813 -3.603  -0.67
C 3.259 -4.832 -2.850  -0.39
C 3.001 -3.580 -3.402  0.33
C 3.362 -3.324 -4.721  -0.15
C 3.980 -4.311 -5.476  -0.77
As 2.165 -2.244 -2.256  -0.02
C 3.706 -1.140 -1.850  0.11
C 4.686 -1.399 -0.906  -0.45
C 5.691 -0.465 -0.696  -0.82
C 5.705 0.719 -1.426  -0.69
C 4.720 0.979 -2.366  -0.36
C 3.708 0.050 -2.581  0.25
C 2.584 0.194 -3.531  0.62
C 2.353 1.287 -4.359  -0.34
C 1.260 1.291 -5.212  -0.91
C 0.387 0.209 -5.246  -0.67
C 0.603 -0.880 -4.413  -0.55
C 1.697 -0.888 -3.560  0.35
H 4.731 -6.320 -5.508  0.39
H 4.091 -6.782 -3.166  0.39
H 2.967 -5.049 -1.828  0.34
H 3.173 -2.353 -5.159  0.38
H 4.259 -4.107 -6.501  0.40
H 4.676 -2.320 -0.335  0.49
H 6.463 -0.656 0.037  0.40
H 6.490 1.444 -1.258  0.43
H 4.741 1.908 -2.922  0.38
H 3.026 2.135 -4.345  0.41
H 1.091 2.139 -5.862  0.43
H -0.453 0.211 -5.930  0.46
H -0.066 -1.733 -4.460  0.53

What is the <S²> in the first record? 2.107

The lowest F_max belongs to which entry? C41H39F6MoN6O4P2S4

Which value of E does entry 2 give? -5385.90723 a.u.

Number 4 is which compound? C41H40AsClCrN4S2